The following is a quantum chemistry calculation of 11 unconnected molecules or ions with the total composition C44H55F33O22, from the Open Molecules 2025 dataset.

Structure (XYZ):
```
154
Properties=species:S:1:pos:R:3:mulliken_charge:R:1
C 7.251 1.562 -32.061 -1.224
C 6.670 1.118 -30.730 -0.154
O 7.197 -0.195 -30.425 -0.183
C 6.872 -0.688 -29.228 0.288
O 6.218 -0.144 -28.334 -0.540
C 7.640 -1.987 -28.946 0.928
F 7.824 -2.709 -29.993 -0.227
F 8.822 -1.696 -28.347 -0.243
F 6.948 -2.770 -28.120 -0.261
H 7.062 0.933 -32.932 0.331
H 8.331 1.697 -32.014 0.277
H 6.865 2.529 -32.382 0.394
H 5.584 1.177 -30.801 0.305
H 6.947 1.889 -30.011 0.306
C 11.648 -13.674 -29.028 -1.151
C 10.521 -12.754 -28.588 -0.071
O 9.691 -13.410 -27.601 -0.246
C 8.612 -14.109 -27.937 0.363
O 8.212 -14.276 -29.107 -0.556
C 7.703 -14.467 -26.755 0.846
F 7.000 -13.449 -26.256 -0.232
F 6.897 -15.472 -27.059 -0.242
F 8.411 -14.846 -25.704 -0.237
H 12.344 -13.859 -28.209 0.288
H 12.223 -13.083 -29.741 0.391
H 11.305 -14.597 -29.496 0.331
H 9.944 -12.506 -29.478 0.289
H 10.887 -11.839 -28.123 0.222
C 11.276 -20.947 -25.224 -1.084
C 12.642 -20.715 -25.831 -0.215
O 13.449 -19.751 -25.072 -0.308
C 13.173 -18.434 -25.024 0.436
O 12.253 -17.893 -25.612 -0.532
C 14.094 -17.627 -24.052 0.791
F 14.599 -16.544 -24.636 -0.226
F 13.424 -17.188 -22.983 -0.227
F 15.026 -18.466 -23.610 -0.243
H 10.618 -21.696 -25.665 0.367
H 10.760 -19.998 -25.082 0.295
H 11.522 -21.149 -24.181 0.308
H 12.490 -20.327 -26.838 0.271
H 13.129 -21.658 -26.076 0.367
C 4.878 -9.897 -31.510 -1.141
C 6.122 -9.014 -31.488 -0.098
O 6.147 -8.101 -32.587 -0.382
C 5.441 -6.975 -32.637 0.532
O 4.688 -6.683 -31.728 -0.566
C 5.428 -6.355 -34.042 0.813
F 5.958 -5.105 -33.987 -0.257
F 6.117 -7.019 -34.928 -0.221
F 4.155 -6.205 -34.445 -0.241
H 3.994 -9.508 -31.006 0.296
H 5.064 -10.848 -31.009 0.348
H 4.530 -10.013 -32.536 0.328
H 7.057 -9.576 -31.487 0.328
H 6.006 -8.385 -30.605 0.262
C 20.989 -6.927 -16.802 -1.076
C 20.656 -8.343 -16.369 -0.234
O 19.359 -8.737 -16.832 -0.288
C 19.168 -9.297 -18.064 0.379
O 20.076 -9.521 -18.850 -0.524
C 17.718 -9.855 -18.307 0.838
F 17.315 -9.490 -19.541 -0.231
F 17.744 -11.213 -18.269 -0.232
F 16.927 -9.335 -17.345 -0.233
H 20.132 -6.320 -16.510 0.289
H 21.203 -6.939 -17.871 0.286
H 21.810 -6.458 -16.259 0.382
H 20.670 -8.443 -15.284 0.331
H 21.429 -9.052 -16.666 0.313
C 2.680 -5.229 -26.626 -1.270
C 2.998 -6.685 -26.896 -0.114
O 2.875 -7.507 -25.755 -0.238
C 3.257 -8.763 -25.766 0.406
O 3.996 -9.202 -26.625 -0.557
C 2.934 -9.494 -24.429 0.851
F 3.947 -9.209 -23.583 -0.229
F 1.799 -9.097 -23.791 -0.233
F 2.848 -10.838 -24.662 -0.226
H 3.012 -4.709 -27.525 0.377
H 3.205 -4.763 -25.793 0.343
H 1.611 -5.099 -26.458 0.332
H 4.040 -6.693 -27.217 0.263
H 2.441 -6.889 -27.810 0.291
C 6.513 -12.581 -15.295 -1.199
C 7.789 -12.014 -14.768 -0.140
O 8.790 -11.940 -15.816 -0.259
C 10.119 -12.015 -15.431 0.390
O 10.459 -12.358 -14.307 -0.521
C 11.114 -11.424 -16.473 0.846
F 10.540 -11.429 -17.754 -0.252
F 11.386 -10.129 -16.228 -0.224
F 12.245 -12.163 -16.505 -0.218
H 6.711 -13.572 -15.704 0.305
H 6.088 -12.033 -16.136 0.316
H 5.727 -12.599 -14.539 0.378
H 8.116 -12.671 -13.962 0.301
H 7.683 -10.981 -14.438 0.276
C 9.299 -8.473 -26.403 -1.178
C 10.449 -8.101 -25.478 -0.123
O 11.246 -9.211 -25.084 -0.249
C 10.905 -10.064 -24.082 0.390
O 9.881 -10.008 -23.447 -0.497
C 12.079 -11.059 -23.653 0.722
F 12.613 -10.781 -22.418 -0.216
F 11.546 -12.320 -23.670 -0.218
F 13.093 -11.139 -24.510 -0.243
H 8.691 -9.276 -25.987 0.331
H 9.707 -8.931 -27.304 0.265
H 8.698 -7.618 -26.713 0.375
H 10.034 -7.452 -24.707 0.336
H 11.133 -7.425 -25.991 0.305
C 7.496 -14.766 -20.525 -1.203
C 8.445 -15.991 -20.590 -0.174
O 7.714 -17.179 -20.648 -0.216
C 8.305 -18.347 -20.861 0.473
O 9.541 -18.441 -21.014 -0.582
C 7.268 -19.529 -20.915 0.797
F 7.280 -20.130 -22.098 -0.240
F 7.624 -20.462 -20.009 -0.249
F 5.999 -19.191 -20.654 -0.229
H 8.135 -13.883 -20.518 0.375
H 6.845 -14.683 -19.655 0.328
H 6.840 -14.705 -21.393 0.323
H 9.031 -16.054 -19.673 0.283
H 8.997 -15.920 -21.527 0.317
C 16.766 -7.593 -24.140 -1.091
C 16.027 -6.228 -24.166 -0.213
O 14.888 -6.372 -23.349 -0.179
C 14.340 -5.238 -22.740 0.352
O 14.606 -4.101 -23.138 -0.532
C 13.203 -5.577 -21.752 0.824
F 13.441 -4.947 -20.570 -0.249
F 12.004 -5.254 -22.288 -0.218
F 13.214 -6.900 -21.432 -0.217
H 17.675 -7.535 -24.740 0.365
H 16.222 -8.476 -24.476 0.287
H 17.000 -7.915 -23.125 0.278
H 15.629 -5.997 -25.154 0.246
H 16.658 -5.408 -23.824 0.349
C 13.463 -3.340 -28.335 -1.009
C 13.979 -2.414 -29.505 -0.277
O 13.610 -1.103 -29.099 -0.269
C 12.627 -0.413 -29.809 0.498
O 11.994 -0.957 -30.775 -0.577
C 12.206 0.924 -29.179 0.789
F 12.236 1.909 -30.066 -0.246
F 10.943 0.885 -28.718 -0.219
F 12.974 1.267 -28.145 -0.247
H 13.749 -3.089 -27.314 0.328
H 13.904 -4.308 -28.571 0.357
H 12.374 -3.331 -28.385 0.257
H 13.615 -2.735 -30.481 0.335
H 15.066 -2.332 -29.474 0.281
```

Summary:
orbital gap = 11.10 eV
E_HOMO = -11.06 eV
energy = -6660.46655 Eh
LUMO = 0.0398 eV